[1]
A structure of composition C29H29AsAuNO6PS3, computed with ωB97M-V/def2-TZVPD.

CARTESIAN COORDINATES (ANGSTROEM)
Au  -0.65710  -0.05851  -0.33058
C  -6.84560  1.77158  -1.89652
C  -5.52795  1.07972  -2.13855
O  -4.65498  1.37157  -1.01971
P  -3.46401  0.37802  -0.67805
S  -2.45187  1.15047  0.86101
S  -2.26687  -0.02350  -2.21423
O  -4.17512  -0.99311  -0.29073
C  -5.00263  -1.06607  0.89377
C  -6.12717  -2.03417  0.61973
H  -7.47782  1.68232  -2.78006
H  -6.68301  2.82948  -1.69251
H  -7.37016  1.33151  -1.04841
H  -5.03904  1.44341  -3.04294
H  -5.65334  -0.00182  -2.22405
H  -5.38274  -0.07228  1.14045
H  -4.36857  -1.40058  1.71501
H  -6.80869  -1.64189  -0.13537
H  -6.69270  -2.21525  1.53436
H  -5.72872  -2.98428  0.26517
O  3.52505  -4.17436  -3.10117
S  2.24807  -3.61878  -3.45406
O  1.79685  -3.75136  -4.81226
N  2.13555  -2.06809  -2.97016
C  1.20610  -1.90610  -2.07087
O  0.94889  -0.75889  -1.58549
C  0.49826  -3.18186  -1.64423
C  -0.45728  -3.39428  -0.67082
C  -0.91658  -4.69155  -0.46328
C  -0.41854  -5.75132  -1.21180
C  0.55903  -5.54161  -2.17678
C  0.99453  -4.24631  -2.36604
H  -0.84077  -2.58364  -0.06343
H  -1.66734  -4.87728  0.29378
H  -0.78851  -6.75247  -1.03212
H  0.97004  -6.35831  -2.75457
O  0.89772  -0.25487  1.24780
As  1.97665  1.03273  1.09732
C  2.75765  1.30451  -0.61339
C  3.80530  0.46365  -0.97740
C  4.29689  0.51448  -2.26991
C  3.75386  1.40824  -3.18269
C  2.71446  2.24929  -2.81291
C  2.20365  2.19461  -1.52536
C  1.07368  2.60885  1.71040
C  0.12686  2.40734  2.71117
C  -0.54465  3.49444  3.24730
C  -0.27423  4.77582  2.78373
C  0.67199  4.97332  1.78896
C  1.35246  3.88922  1.25123
C  3.39448  0.70665  2.33995
C  3.17340  -0.21213  3.35772
C  4.16317  -0.43101  4.30525
C  5.36170  0.26459  4.22952
C  5.57945  1.17844  3.20630
C  4.59457  1.40213  2.25638
H  4.20664  -0.25567  -0.27348
H  5.07909  -0.16703  -2.57442
H  4.13151  1.43438  -4.19616
H  2.28199  2.92986  -3.53415
H  1.35188  2.80927  -1.25656
H  -0.09658  1.40190  3.04831
H  -1.28394  3.34036  4.02219
H  -0.80485  5.62335  3.19746
H  0.88121  5.97109  1.42663
H  2.09744  4.05270  0.48169
H  2.23936  -0.75948  3.39244
H  4.00077  -1.14862  5.09853
H  6.13408  0.08912  4.96694
H  6.51817  1.71288  3.14552
H  4.76890  2.10516  1.44919

Values from the calculation:
charge = 0
strongest force on any atom = 0.45 eV/Å
DFT total energy = -150645.441 eV
HOMO level (alpha / beta) = -0.2818 / -0.3157 Ha
M = 886.62 g mol⁻¹
2S+1 = 2

Löwdin atomic charge list, values in e, 5 entries: 0.63, -0.07, -0.28, -0.33, -0.16

---

[2]
The molecule C4H6O at a distorted geometry, computed with ωB97M-V/def2-TZVPD.

CARTESIAN COORDINATES (ANGSTROEM)
C  1.93055  -0.08307  0.00422
C  0.77846  -0.69896  -0.09968
C  -0.44347  0.12180  -0.08174
C  -1.74802  -0.54403  0.04079
O  -0.26632  1.33103  0.00856
H  1.68260  1.00333  -0.01767
H  2.94466  -0.79264  0.37538
H  0.69867  -1.78318  0.01013
H  -2.43453  -0.07853  -0.67159
H  -1.96227  -0.14770  1.13641
H  -1.90373  -1.62402  -0.08271

Values from the calculation:
charge = 0
strongest force on any atom = 4.42 eV/Å
SMILES string = C=CC(C)=O
DFT total energy = -6290.511 eV
HOMO level = -0.3660 Ha
M = 70.09 g mol⁻¹

Löwdin atomic charge list, values in e, 5 entries: 0.02, -0.17, -0.50, -0.02, 0.03

---

[3]
A cluster of 4 separate species, C4H11N2O2 in total at a distorted geometry, computed with ωB97M-V/def2-TZVPD.

CARTESIAN COORDINATES (ANGSTROEM)
C  -2.11655  -0.24886  -0.55709
C  -0.62806  0.02544  -0.69951
C  0.08736  0.64150  0.28033
N  1.19556  1.15052  -0.28504
C  1.14864  0.81685  -1.65740
N  0.04113  0.19036  -1.93759
H  -2.35976  -1.27780  -0.84200
H  -2.48668  -0.19164  0.46178
H  -2.57374  0.43353  -1.25149
H  -0.28807  1.03337  1.23900
H  2.09644  1.36733  0.24652
H  1.84764  1.11006  -2.46603
H  -0.44470  -1.62266  1.61127
H  0.59869  -1.90111  0.60918
H  1.59370  -2.99381  -0.22914
O  1.36878  -2.05559  -0.14043
H  -0.60769  -0.30454  2.72377
H  -1.33633  0.07768  4.01629
O  -0.82436  0.48983  3.29558

Values from the calculation:
charge = +1
strongest force on any atom = 4.55 eV/Å
DFT total energy = -11388.420 eV
HOMO level = -0.5276 Ha
M = 119.14 g mol⁻¹

Löwdin atomic charge list, values in e, 5 entries: 0.01, -0.23, -0.05, 0.13, -0.04

---

[4]
A cluster of 7 separate species, C46H57BF6NO25P in total at a distorted geometry, computed with ωB97M-V/def2-TZVPD.

CARTESIAN COORDINATES (ANGSTROEM)
C  -1.31648  -1.78324  0.27054
C  -1.20500  -2.15271  1.85113
O  -0.30469  -1.24641  2.54074
P  0.10161  -1.84227  4.10307
O  -1.14950  -2.46972  4.74685
C  1.40419  -3.24004  4.02460
C  1.80391  -3.64523  2.52161
C  1.39702  -5.14157  2.08988
C  0.90716  -5.07291  0.54573
C  -0.55345  -5.53082  0.16180
C  -1.14165  -5.47043  -1.26722
C  -2.62243  -5.88074  -1.69882
C  -2.58737  -6.95429  -2.91499
C  -3.57143  -6.35999  -0.49301
C  -4.35967  -5.03941  0.04465
C  -0.20716  -4.91480  -2.40087
C  1.22448  -4.46139  -2.04471
C  1.82000  -4.52953  -0.58298
C  3.32521  -3.99441  -0.34285
O  4.14358  -4.57607  0.41595
C  3.67680  -2.64141  -1.15248
C  4.50783  -1.48057  -0.52012
C  4.71956  -0.21190  -1.42965
C  4.11816  -0.10475  -2.88043
C  4.39926  1.23323  -3.70279
N  3.18042  1.89337  -4.26587
C  2.01118  1.85018  -3.34001
C  3.30216  -1.30425  -3.49775
C  2.66653  -1.24396  -4.97135
B  3.78128  -1.26492  -6.15945
O  3.37432  -0.64309  -7.42456
O  5.08319  -1.87452  -6.06456
C  3.08273  -2.57417  -2.61298
C  2.22626  -3.83433  -3.14709
O  2.34026  -4.32415  -4.29765
O  0.69210  -0.46912  4.96291
C  -0.36598  0.53519  4.85944
C  -0.06465  1.70635  3.79941
H  -1.79071  -2.69290  -0.26403
H  -1.89907  -0.81900  0.08226
H  -0.22311  -1.64804  -0.08362
H  -2.24953  -2.12684  2.34407
H  -0.86514  -3.24621  1.89540
H  2.35248  -2.77685  4.50475
H  1.12001  -4.13545  4.67338
H  2.95760  -3.59152  2.45110
H  1.41348  -2.93899  1.71255
H  2.30838  -5.83541  2.09064
H  0.60436  -5.61953  2.77306
H  -1.23891  -5.90370  0.99699
H  -3.11635  -4.93431  -2.14578
H  -3.62104  -7.39345  -3.15458
H  -1.78730  -7.76333  -2.73761
H  -2.25845  -6.38732  -3.86963
H  -3.03835  -6.93130  0.33768
H  -4.36304  -7.05927  -0.96536
H  -4.73615  -4.39024  -0.82006
H  -5.27014  -5.35998  0.65623
H  -3.61484  -4.41045  0.65235
H  -0.53417  -4.80792  -3.49529
H  4.93864  -1.54672  0.54411
H  5.33761  0.67815  -1.03464
H  5.04578  0.91862  -4.61472
H  5.04032  1.99784  -3.12987
H  3.44918  2.86584  -4.50295
H  1.19046  2.50755  -3.82810
H  2.20252  2.30263  -2.30801
H  1.55648  0.79499  -3.29070
H  2.11455  -0.22849  -5.04873
H  1.84225  -2.03842  -5.13712
H  3.28791  0.31512  -7.19703
H  5.79748  -1.20495  -6.00980
H  -1.39202  0.10019  4.59300
H  -0.46786  1.00061  5.91348
H  -0.68635  1.61656  2.81861
H  -0.37211  2.72847  4.24408
H  1.06457  1.79358  3.57089
O  8.38775  -5.24093  -5.52055
C  7.23514  -5.45759  -5.75959
O  6.20084  -5.04679  -4.97391
C  5.00592  -5.38190  -5.66610
C  5.45523  -6.49141  -6.56149
F  4.75466  -6.49539  -7.72176
O  6.79656  -6.15239  -6.84779
H  4.65116  -4.50901  -6.22104
H  4.22563  -5.69651  -4.97240
H  5.41673  -7.48382  -6.10256
O  -1.45299  2.78338  1.06223
C  -2.44920  3.24919  1.54785
O  -3.63619  3.36924  0.88594
C  -4.58501  3.83614  1.83527
C  -3.71763  4.49787  2.85730
F  -4.25997  4.39530  4.09485
O  -2.53171  3.72895  2.82075
H  -5.14125  2.98576  2.24088
H  -5.29117  4.52977  1.37599
H  -3.48450  5.54378  2.64051
O  -1.89159  6.29172  0.81968
C  -1.69780  5.99628  -0.32625
O  -2.52177  6.34260  -1.35352
C  -1.87887  5.92325  -2.54855
C  -0.97167  4.84018  -2.05901
F  0.15998  4.78115  -2.80133
O  -0.63337  5.26808  -0.75617
H  -1.33362  6.76605  -2.98282
H  -2.60419  5.56134  -3.27869
H  -1.43576  3.85071  -2.01167
O  2.44385  4.03322  4.16558
C  2.11418  4.21315  5.30227
O  0.99706  3.67138  5.87014
C  1.03694  4.01242  7.24863
C  1.90643  5.22812  7.24994
F  2.62011  5.31395  8.39987
O  2.80163  4.98979  6.18332
H  1.46780  3.18285  7.81704
H  0.03566  4.21628  7.63141
H  1.36890  6.16336  7.07550
O  -7.58906  4.65777  0.37087
C  -7.67539  3.63268  -0.24628
O  -8.55482  2.63495  0.04956
C  -8.43550  1.66783  -0.98443
C  -7.05935  1.92852  -1.50883
F  -6.98408  1.65882  -2.83370
O  -6.90184  3.32063  -1.32358
H  -9.21233  1.84048  -1.73464
H  -8.54677  0.65643  -0.59082
H  -6.26629  1.39484  -0.97664
O  1.58457  7.87300  6.13253
C  0.60635  7.91393  5.44032
O  0.60272  8.33980  4.14753
C  -0.70706  8.10758  3.64511
C  -1.52799  8.08234  4.89451
F  -2.58325  7.24267  4.76696
O  -0.63895  7.54545  5.85375
H  -0.72656  7.15494  3.10771
H  -1.01232  8.90146  2.96199
H  -1.87513  9.06559  5.22522

Values from the calculation:
charge = 0
strongest force on any atom = 4.51 eV/Å
SMILES string = CCOP(=O)(CCCc1cc([C@@H](C)CC)cc2c1C(=O)c1ccc(CNC)c(CB(O)O)c1C2=O)OCC.O=C1OC[C@@H](F)O1.O=C1OC[C@@H](F)O1.O=C1OC[C@@H](F)O1.O=C1OC[C@@H](F)O1.O=C1OC[C@@H](F)O1.O=C1OC[C@@H](F)O1
DFT total energy = -127567.077 eV
HOMO level = -0.3275 Ha
M = 1179.72 g mol⁻¹

Löwdin atomic charge list, values in e, 5 entries: -0.06, -0.29, -0.27, 0.72, -0.35

---

[5]
The molecule C2H6N4OS at a distorted geometry, computed with ωB97M-V/def2-TZVPD.

CARTESIAN COORDINATES (ANGSTROEM)
N  -0.15448  2.44087  0.70175
N  0.22706  1.78190  -0.42883
C  0.23534  0.42727  -0.63810
O  0.75691  -0.02207  -1.64229
N  -0.29195  -0.34352  0.32976
C  -0.30987  -1.71452  0.38418
N  0.29239  -2.33247  -0.64121
S  -0.96396  -2.52678  1.68114
H  -1.16740  2.62116  0.76702
H  0.29602  2.28166  1.51257
H  0.88126  2.33103  -1.00893
H  -0.83102  0.16905  0.99568
H  0.37846  -3.34829  -0.60514
H  0.65123  -1.76528  -1.40760

Values from the calculation:
charge = 0
strongest force on any atom = 4.45 eV/Å
SMILES string = NNC(=O)NC(N)=S
DFT total energy = -21014.699 eV
HOMO level = -0.3126 Ha
M = 134.16 g mol⁻¹

Löwdin atomic charge list, values in e, 5 entries: 0.02, -0.02, -0.53, 0.05, 0.10

---

[6]
A structure of composition C24H37BBrF2N7O2PtSb, computed with ωB97M-V/def2-TZVPD.

CARTESIAN COORDINATES (ANGSTROEM)
Pt  -0.62984  -0.01356  -0.12388
C  2.12447  -0.10632  2.62979
O  2.10325  -0.23909  1.19336
C  3.25381  -0.18244  0.53935
C  4.50257  -0.05762  1.17793
C  5.62713  -0.03308  0.38465
Br  7.28809  0.08386  1.15511
C  5.57290  -0.08835  -1.03884
C  4.33696  -0.15792  -1.71807
C  3.14275  -0.26584  -0.88078
O  1.95364  -0.45354  -1.41985
C  4.22482  -0.12352  -3.09219
N  2.96193  -0.15228  -3.74154
C  3.20230  -0.01388  -5.03185
C  2.28765  0.06391  -6.12294
C  2.80277  0.19704  -7.37851
C  4.20397  0.25890  -7.59285
C  5.13654  0.19787  -6.53333
C  4.62303  0.06928  -5.28585
N  5.21868  -0.01605  -4.02851
H  2.69356  -0.92042  3.07440
H  1.08499  -0.17094  2.93245
H  2.54060  0.86013  2.90805
H  4.59731  0.00128  2.24891
H  6.50888  -0.06492  -1.57766
H  2.06321  -0.35286  -2.45435
H  1.22275  0.03758  -5.94448
H  2.14386  0.26475  -8.23258
H  4.57316  0.36321  -8.60403
H  6.19828  0.25607  -6.72855
H  6.20792  0.01719  -3.85444
C  -2.54697  3.54790  2.34381
N  -2.51455  2.22082  2.97820
C  -3.06423  2.08938  4.33536
C  -1.94435  1.20120  2.34910
N  -1.29927  1.34858  1.20184
N  -2.03838  -0.02980  2.96968
C  -1.57187  -1.27590  2.57546
N  -1.84028  -2.25295  3.45602
N  -0.93118  -1.45608  1.46505
H  -3.27472  4.15698  2.86900
H  -2.87550  3.46932  1.30782
H  -1.57305  4.03611  2.39777
H  -3.32164  3.07872  4.69658
H  -2.32310  1.67482  5.02018
H  -3.97731  1.48985  4.33904
H  -1.31806  2.29870  0.85815
H  -2.59522  -0.03279  3.80945
H  -2.31057  -2.09040  4.33055
H  -1.55998  -3.20037  3.26554
H  -0.64757  -2.42081  1.34720
F  0.15600  1.35563  -2.67634
B  -0.40600  1.48139  -1.48049
F  -0.70724  2.72702  -1.11473
C  0.78934  -3.69388  -2.35072
C  -0.64101  -3.54002  -1.84415
Sb  -1.44045  -1.58261  -2.03013
C  -3.52302  -1.87152  -1.81314
C  -3.92756  -2.39955  -0.44010
C  -1.12490  -1.07900  -4.06113
C  -1.86523  -2.06190  -4.96695
H  1.08800  -4.74074  -2.29901
H  1.49550  -3.11598  -1.75526
H  0.88660  -3.38261  -3.39207
H  -0.74427  -3.84503  -0.80258
H  -1.34451  -4.14187  -2.42474
H  -3.78742  -2.57515  -2.60404
H  -4.00569  -0.92140  -2.04235
H  -3.45936  -3.36011  -0.21654
H  -5.00558  -2.55482  -0.40650
H  -3.67140  -1.69670  0.35409
H  -0.04553  -1.11387  -4.20679
H  -1.44662  -0.04896  -4.19796
H  -1.57150  -3.09823  -4.79136
H  -1.63483  -1.83793  -6.00888
H  -2.94621  -1.98693  -4.85670

Values from the calculation:
charge = +3
strongest force on any atom = 0.40 eV/Å
DFT total energy = -125928.887 eV
HOMO level (alpha / beta) = -0.4703 / -0.5905 Ha
M = 901.16 g mol⁻¹
2S+1 = 5

Löwdin atomic charge list, values in e, 5 entries: 1.05, 0.00, -0.07, -0.17, -0.06